Entry 1
ORCA calculation (ωB97M-V/def2-TZVPD) on the molecule H2O3Si.

- HOMO-LUMO gap: 9.1 eV

CARTESIAN COORDINATES (ANGSTROEM)
O (1.50, 0.32, -0.32)
Si (-0.12, -0.24, -0.05)
O (-1.92, -0.52, -0.31)
O (-1.44, 0.74, 0.20)
H (1.81, 1.17, 0.06)
H (0.18, -1.48, 0.41)

Just the natural (NBO) charges please, in e? Sure, here they are: -1.09, 2.01, -0.57, -0.62, 0.52, -0.24

=====

Entry 2
ORCA calculation (ωB97M-V/def2-TZVPD) on the molecule H2O3Si.

- HOMO-LUMO gap: 10.2 eV

CARTESIAN COORDINATES (ANGSTROEM)
O (1.03, 0.42, 0.81)
Si (-0.38, 0.00, 0.20)
O (-0.74, -1.52, -0.36)
O (-0.28, -0.50, -1.38)
H (1.87, 0.64, 0.28)
H (-1.50, 0.95, 0.46)

Just the natural (NBO) charges please, in e? Sure, here they are: -1.13, 2.01, -0.60, -0.62, 0.55, -0.21

=====

Least stable structure: entry 1

=====

Entry 1
ORCA calculation (ωB97M-V/def2-TZVPD) on a cluster of 2 separate species, C11H11N in total.

- HOMO-LUMO gap: 10.1 eV

CARTESIAN COORDINATES (ANGSTROEM)
C (0.01, -1.42, 1.80)
C (1.13, -0.87, 1.10)
C (1.99, -1.73, 0.58)
C (1.98, -3.15, 0.80)
C (0.81, -3.67, 1.37)
C (-0.20, -2.76, 1.89)
H (-0.68, -0.78, 2.36)
H (1.29, 0.33, 1.06)
H (2.65, -1.32, -0.26)
H (2.83, -3.75, 0.43)
H (0.90, -4.75, 1.63)
H (-0.94, -3.18, 2.54)
C (-0.69, 1.08, -0.79)
C (-1.98, 1.45, -0.95)
C (-2.18, 2.67, -1.38)
N (-1.21, 3.51, -1.64)
C (0.03, 3.15, -1.59)
C (0.27, 1.87, -1.32)
H (-0.66, 0.11, -0.17)
H (-2.80, 0.75, -0.47)
H (-3.20, 2.90, -1.37)
H (0.84, 3.98, -1.69)
H (1.27, 1.37, -1.62)

natural (NBO) atomic charge list, values in e, 6 entries: -0.21, -0.23, -0.22, -0.21, -0.21, -0.23

=====

Entry 2
ORCA calculation (ωB97M-V/def2-TZVPD) on a cluster of 2 separate species, C11H11N in total.

- HOMO-LUMO gap: 9.7 eV

CARTESIAN COORDINATES (ANGSTROEM)
C (0.51, -0.24, 2.53)
C (-0.12, 0.83, 1.91)
C (-1.43, 0.68, 1.43)
C (-2.10, -0.58, 1.65)
C (-1.46, -1.61, 2.24)
C (-0.19, -1.39, 2.73)
H (1.50, -0.26, 2.92)
H (0.46, 1.75, 1.66)
H (-1.89, 1.61, 1.06)
H (-3.16, -0.65, 1.34)
H (-1.96, -2.61, 2.40)
H (0.23, -2.26, 3.29)
C (1.54, 1.18, -3.10)
C (0.71, 1.67, -2.06)
C (0.21, 0.82, -1.06)
N (-0.05, -0.53, -1.32)
C (0.70, -0.92, -2.27)
C (1.44, -0.26, -3.15)
H (1.94, 1.85, -3.76)
H (0.53, 2.68, -1.99)
H (-0.42, 1.21, -0.26)
H (0.85, -2.03, -2.46)
H (2.18, -0.94, -3.71)

natural (NBO) atomic charge list, values in e, 6 entries: -0.22, -0.21, -0.24, -0.20, -0.22, -0.20

=====

Least stable structure: entry 1

=====

Entry 1
ORCA calculation (ωB97M-V/def2-TZVPD) on a structure of composition C32H46As2BN2O13Ti.

- Net charge: +3
- HOMO-LUMO gap: 5.2 eV

CARTESIAN COORDINATES (ANGSTROEM)
Ti (0.85, 0.76, 1.20)
C (0.74, 0.45, 5.99)
N (-0.04, 1.46, 5.26)
C (-0.86, 2.37, 6.08)
C (0.03, 1.56, 3.96)
O (0.73, 0.79, 3.24)
C (-0.77, 2.62, 3.24)
O (-0.32, 2.68, 1.88)
C (0.38, 3.87, 1.50)
C (1.79, 3.49, 1.12)
O (2.11, 2.25, 1.26)
N (2.61, 4.38, 0.67)
C (3.97, 4.03, 0.24)
C (2.20, 5.78, 0.51)
H (0.05, -0.27, 6.45)
H (1.30, 0.94, 6.78)
H (1.42, -0.06, 5.32)
H (-1.06, 1.88, 7.03)
H (-1.81, 2.58, 5.60)
H (-0.32, 3.30, 6.27)
H (-0.68, 3.59, 3.72)
H (-1.83, 2.35, 3.24)
H (0.38, 4.59, 2.32)
H (-0.13, 4.31, 0.64)
H (4.12, 2.96, 0.30)
H (4.69, 4.54, 0.87)
H (4.11, 4.36, -0.79)
H (1.44, 5.88, -0.26)
H (3.07, 6.36, 0.22)
H (1.83, 6.19, 1.45)
C (-3.09, 2.31, -6.70)
C (-1.73, 1.63, -6.49)
C (-0.72, 2.17, -7.52)
C (-1.89, 0.13, -6.70)
C (-1.23, 1.96, -5.08)
C (-0.96, 3.30, -4.74)
C (-0.52, 3.69, -3.49)
C (-0.36, 2.69, -2.56)
O (0.06, 2.77, -1.22)
B (0.03, 1.47, -0.78)
O (-0.38, 0.58, -1.74)
C (-0.62, 1.37, -2.87)
C (-1.06, 0.97, -4.11)
H (-3.47, 2.08, -7.69)
H (-3.02, 3.39, -6.61)
H (-3.82, 1.95, -5.97)
H (-1.05, 1.90, -8.52)
H (0.27, 1.74, -7.36)
H (-0.64, 3.26, -7.49)
H (-2.21, -0.05, -7.73)
H (-2.64, -0.30, -6.04)
H (-0.94, -0.40, -6.56)
H (-1.09, 4.06, -5.49)
H (-0.32, 4.73, -3.26)
H (-1.26, -0.07, -4.32)
C (0.66, -6.84, -0.20)
O (-0.26, -6.06, -1.01)
C (-0.57, -4.82, -0.80)
O (-1.17, -4.17, -1.65)
C (-0.17, -4.00, 0.39)
C (-0.16, -4.33, 1.68)
As (0.69, -3.40, 3.28)
C (-0.73, -3.59, 4.61)
C (0.11, -1.86, 2.24)
C (0.84, -1.49, 1.16)
As (-0.25, -2.21, -0.50)
C (1.26, -2.40, -1.72)
C (2.29, -1.36, 1.00)
O (2.53, -0.20, 0.54)
O (3.16, -2.22, 1.33)
C (4.59, -1.92, 1.16)
C (-1.28, -1.28, 2.17)
O (-2.30, -1.76, 2.53)
O (-1.22, -0.02, 1.59)
C (-2.51, 0.49, 1.12)
C (-0.49, -5.68, 2.27)
O (0.31, -6.13, 3.05)
O (-1.60, -6.32, 1.98)
C (-2.71, -5.74, 1.25)
H (0.09, -7.51, 0.43)
H (1.31, -6.20, 0.39)
H (1.25, -7.42, -0.91)
H (-0.68, -4.62, 4.97)
H (-1.72, -3.37, 4.23)
H (-0.48, -2.93, 5.45)
H (2.10, -2.93, -1.29)
H (1.56, -1.41, -2.07)
H (0.88, -2.96, -2.57)
H (5.10, -2.63, 1.79)
H (4.78, -0.89, 1.47)
H (4.85, -2.07, 0.12)
H (-2.30, 1.45, 0.66)
H (-3.19, 0.58, 1.96)
H (-2.91, -0.21, 0.39)
H (-2.67, -6.06, 0.21)
H (-2.72, -4.65, 1.33)
H (-3.61, -6.14, 1.72)

Mulliken atomic charge list, values in e, 6 entries: -0.79, -1.04, 0.14, -1.02, 1.02, -0.25

=====

Entry 2
ORCA calculation (ωB97M-V/def2-TZVPD) on a structure of composition C32H46As2BN2O13Ti.

- Net charge: +3
- HOMO-LUMO gap: 5.6 eV

CARTESIAN COORDINATES (ANGSTROEM)
Ti (-0.29, -0.32, -0.69)
C (-4.57, 0.32, 0.70)
N (-4.30, 0.33, -0.74)
C (-5.39, 0.76, -1.63)
C (-3.15, -0.07, -1.21)
O (-2.23, -0.53, -0.46)
C (-2.90, -0.05, -2.71)
O (-1.52, -0.29, -2.99)
C (-0.86, 0.77, -3.65)
C (-0.52, 1.83, -2.62)
O (-0.70, 1.51, -1.40)
N (-0.07, 3.01, -2.96)
C (0.22, 3.98, -1.89)
C (0.07, 3.41, -4.36)
H (-5.28, -0.48, 0.93)
H (-5.01, 1.27, 0.97)
H (-3.65, 0.18, 1.26)
H (-6.30, 0.83, -1.04)
H (-5.56, 0.05, -2.43)
H (-5.18, 1.75, -2.04)
H (-3.23, 0.90, -3.14)
H (-3.49, -0.85, -3.17)
H (-1.48, 1.18, -4.46)
H (0.05, 0.36, -4.09)
H (-0.69, 4.22, -1.34)
H (0.61, 4.89, -2.34)
H (0.95, 3.57, -1.20)
H (0.43, 2.58, -4.97)
H (0.79, 4.22, -4.43)
H (-0.88, 3.77, -4.76)
C (-1.56, 3.36, 7.41)
C (-1.65, 4.02, 6.03)
C (-0.94, 5.39, 6.06)
C (-3.12, 4.24, 5.69)
C (-0.95, 3.13, 5.00)
C (0.41, 2.81, 5.19)
C (1.13, 2.01, 4.31)
C (0.43, 1.54, 3.22)
O (0.88, 0.72, 2.17)
B (-0.22, 0.57, 1.37)
O (-1.32, 1.24, 1.83)
C (-0.89, 1.85, 3.02)
C (-1.61, 2.64, 3.88)
H (-2.08, 3.98, 8.14)
H (-0.53, 3.25, 7.75)
H (-2.03, 2.38, 7.41)
H (-1.43, 6.03, 6.80)
H (-1.00, 5.88, 5.09)
H (0.11, 5.30, 6.34)
H (-3.57, 4.87, 6.45)
H (-3.67, 3.30, 5.67)
H (-3.24, 4.75, 4.73)
H (0.92, 3.19, 6.06)
H (2.17, 1.77, 4.48)
H (-2.65, 2.85, 3.69)
C (3.42, -6.62, 1.90)
O (2.63, -5.78, 1.01)
C (2.49, -4.52, 1.37)
O (2.94, -4.01, 2.36)
C (1.56, -3.75, 0.47)
C (1.05, -4.21, -0.69)
As (2.45, -4.85, -1.91)
C (1.43, -5.20, -3.55)
C (2.67, -2.84, -2.15)
C (2.51, -1.86, -1.27)
As (1.66, -1.82, 0.55)
C (3.10, -1.24, 1.70)
C (2.56, -0.45, -1.69)
O (1.52, 0.24, -1.53)
O (3.68, 0.04, -2.07)
C (3.72, 1.43, -2.51)
C (2.96, -2.44, -3.58)
O (2.41, -1.50, -4.10)
O (3.83, -3.24, -4.14)
C (4.18, -2.97, -5.53)
C (-0.15, -3.54, -1.25)
O (-0.49, -2.36, -1.05)
O (-0.88, -4.34, -1.96)
C (-2.13, -3.85, -2.51)
H (3.21, -7.64, 1.60)
H (3.12, -6.44, 2.93)
H (4.48, -6.39, 1.77)
H (0.77, -6.03, -3.35)
H (2.15, -5.50, -4.31)
H (0.86, -4.34, -3.90)
H (3.99, -1.83, 1.51)
H (2.79, -1.36, 2.73)
H (3.25, -0.18, 1.48)
H (4.76, 1.61, -2.77)
H (3.41, 2.08, -1.70)
H (3.09, 1.54, -3.38)
H (4.76, -3.83, -5.85)
H (4.78, -2.07, -5.58)
H (3.28, -2.86, -6.12)
H (-2.55, -4.69, -3.04)
H (-1.92, -3.03, -3.19)
H (-2.78, -3.53, -1.69)

Mulliken atomic charge list, values in e, 6 entries: 0.24, -1.02, 0.19, -0.99, 0.94, -0.40

=====

Least stable structure: entry 1